(1)
{"formula": "C11H17NO2P", "method": "ωB97M-V with the def2-TZVPD basis set", "energy_ev": -26547.98597, "e_above_lowest_ev": 1.373, "e_homo_ha": [-0.4348, -0.4348], "charge": 1, "homo_lumo_gap_ev": [7.6, 7.6], "species": ["C", "C", "C", "C", "C", "C", "C", "C", "C", "C", "C", "N", "O", "O", "P", "H", "H", "H", "H", "H", "H", "H", "H", "H", "H", "H", "H", "H", "H", "H", "H", "H"], "coordinates": [[-4.056, 0.533, 0.327], [-3.659, 0.223, -0.964], [-3.281, 0.078, 1.391], [-2.498, -0.498, -1.181], [-2.133, -0.679, 1.161], [-1.767, -1.022, -0.129], [3.966, -0.358, 0.480], [2.719, -0.773, 0.378], [5.132, -1.128, 1.183], [-0.639, -1.968, -0.494], [-0.467, 2.418, 0.250], [-1.038, 2.670, -0.959], [1.637, 0.800, -1.718], [0.490, -1.208, -1.008], [1.230, 0.085, -0.424], [-4.848, 1.212, 0.350], [-4.228, 0.783, -1.599], [-3.607, 0.457, 2.475], [-2.098, -0.850, -2.122], [-1.574, -1.254, 1.997], [4.281, 0.578, 0.102], [2.373, -1.743, 0.777], [5.989, -0.480, 1.396], [5.411, -1.931, 0.573], [4.733, -1.444, 2.225], [-0.389, -2.646, 0.502], [-0.764, -2.666, -1.258], [0.437, 2.943, 0.626], [-1.110, 1.787, 0.847], [-1.934, 2.295, -1.222], [-0.571, 3.368, -1.653], [2.261, 0.419, -2.309]], "mulliken_charge": [-0.10, -0.89, -0.52, -0.52, -0.28, 0.84, 0.04, -0.53, -1.10, -0.88, -0.30, -0.13, -0.46, -0.31, 0.65, 0.45, 0.55, 0.26, 0.39, 0.21, 0.39, 0.20, 0.33, 0.31, 0.29, 0.24, 0.42, 0.36, 0.23, 0.25, 0.30, 0.33]}

(2)
{"formula": "C11H18", "method": "ωB97M-V with the def2-TZVPD basis set", "energy_ev": -11697.30125, "e_above_lowest_ev": 1.979, "smiles": "CC(C)(C)C.c1ccccc1", "e_homo_ha": -0.3382, "homo_lumo_gap_ev": 10.1, "species": ["C", "C", "C", "C", "C", "C", "C", "C", "C", "C", "C", "H", "H", "H", "H", "H", "H", "H", "H", "H", "H", "H", "H", "H", "H", "H", "H", "H", "H"], "coordinates": [[-1.296, 2.366, 0.689], [-0.030, 2.645, 1.180], [1.087, 2.907, 0.355], [0.965, 2.986, -1.014], [-0.342, 2.912, -1.507], [-1.499, 2.555, -0.728], [0.150, -1.978, 0.139], [0.188, -1.474, 1.648], [0.507, -3.394, 0.060], [1.078, -1.116, -0.669], [-1.234, -1.875, -0.455], [-2.191, 2.036, 1.254], [0.166, 2.640, 2.206], [2.020, 3.305, 0.811], [1.854, 3.263, -1.587], [-0.578, 3.337, -2.514], [-2.517, 2.559, -1.016], [-0.650, -2.006, 2.205], [1.263, -1.797, 1.892], [0.239, -0.269, 1.733], [0.503, -3.753, -0.962], [1.471, -3.704, 0.577], [-0.336, -4.026, 0.471], [1.045, -1.470, -1.676], [2.072, -1.201, -0.249], [0.663, -0.110, -0.661], [-1.508, -0.834, -0.234], [-1.041, -1.868, -1.662], [-2.049, -2.635, -0.286]], "mulliken_charge": [-0.24, -0.59, -0.21, -0.48, -0.33, -0.45, 1.90, -1.10, -1.78, -1.61, -1.39, 0.34, 0.46, 0.32, 0.42, 0.30, 0.45, 0.34, 0.37, 0.10, 0.41, 0.33, 0.38, 0.48, 0.42, 0.25, 0.28, 0.28, 0.35]}

(3)
{"formula": "C11H18AlCl2O4S", "method": "ωB97M-V with the def2-TZVPD basis set", "energy_ev": -62369.02110, "e_above_lowest_ev": 0.000, "e_homo_ha": -0.1984, "charge": -1, "homo_lumo_gap_ev": 8.2, "species": ["C", "C", "S", "C", "C", "O", "Al", "C", "C", "O", "C", "O", "O", "C", "C", "Cl", "C", "C", "Cl", "H", "H", "H", "H", "H", "H", "H", "H", "H", "H", "H", "H", "H", "H", "H", "H", "H", "H"], "coordinates": [[-1.012, -0.594, 4.150], [-0.933, -1.012, 2.683], [-2.605, -1.061, 2.003], [-2.336, -1.334, 0.228], [-1.167, -0.576, -0.350], [-0.042, -1.397, -0.582], [1.116, -0.132, -1.152], [2.721, -0.789, -2.202], [3.955, 0.067, -1.909], [4.991, -0.660, -1.195], [4.677, -0.901, 0.097], [4.811, -0.084, 0.996], [-0.197, 0.781, -2.035], [-1.398, 0.173, -1.670], [-2.606, 1.063, -1.776], [-3.699, 0.630, -3.072], [-2.867, 2.135, -1.027], [-1.965, 2.573, 0.082], [-4.253, 3.142, -1.301], [-0.323, 0.217, 4.343], [-1.998, -0.238, 4.419], [-0.710, -1.412, 4.789], [-0.282, -0.326, 2.157], [-0.492, -1.993, 2.580], [-2.132, -2.389, 0.092], [-3.261, -1.134, -0.298], [-0.816, 0.176, 0.362], [1.674, 0.912, -0.064], [2.953, -1.824, -1.962], [2.523, -0.777, -3.268], [3.719, 0.955, -1.333], [4.405, 0.394, -2.838], [4.407, -1.935, 0.339], [-1.575, -0.631, -2.396], [-2.395, 3.408, 0.613], [-1.906, 1.765, 0.796], [-0.981, 2.810, -0.297]], "mulliken_charge": [-1.20, -0.10, -0.24, -0.81, 1.11, -0.74, 0.40, -0.89, -0.49, -0.40, 0.18, -0.50, -0.57, -0.27, 0.12, -0.24, 0.41, -0.94, -0.24, 0.32, 0.33, 0.28, 0.07, 0.44, 0.43, 0.34, -0.49, -0.38, 0.43, 0.44, 0.36, 0.26, 0.39, 0.42, 0.42, 0.10, 0.24]}

(4)
{"formula": "C11H18BNO", "method": "ωB97M-V with the def2-TZVPD basis set", "energy_ev": -15912.51906, "e_above_lowest_ev": 0.000, "smiles": "CCBc1ccccc1.CN(C)C=O", "e_homo_ha": -0.3361, "homo_lumo_gap_ev": 9.7, "species": ["C", "C", "B", "C", "C", "C", "C", "C", "C", "H", "H", "H", "H", "H", "H", "H", "H", "H", "H", "H", "C", "O", "N", "C", "C", "H", "H", "H", "H", "H", "H", "H"], "coordinates": [[-2.005, 3.258, -0.849], [-2.390, 2.085, 0.086], [-1.262, 0.998, 0.137], [-1.587, -0.492, -0.200], [-2.813, -1.034, 0.213], [-3.149, -2.361, -0.024], [-2.259, -3.170, -0.726], [-1.046, -2.647, -1.155], [-0.697, -1.326, -0.890], [-1.556, 4.065, -0.281], [-2.905, 3.659, -1.305], [-1.355, 2.945, -1.659], [-3.336, 1.667, -0.249], [-2.555, 2.458, 1.099], [-0.143, 1.304, 0.424], [-3.514, -0.406, 0.744], [-4.095, -2.746, 0.316], [-2.533, -4.194, -0.923], [-0.353, -3.272, -1.700], [0.243, -0.924, -1.226], [2.537, -0.495, -0.515], [2.143, 0.213, -1.423], [3.204, -0.056, 0.564], [3.644, -0.950, 1.616], [3.483, 1.367, 0.674], [2.372, -1.586, -0.508], [3.189, -0.668, 2.568], [4.730, -0.909, 1.719], [3.352, -1.971, 1.379], [2.551, 1.932, 0.671], [4.084, 1.698, -0.174], [4.022, 1.558, 1.598]], "mulliken_charge": [-1.12, -0.40, 0.22, 0.39, -0.38, -0.57, -0.42, -0.67, -0.46, 0.28, 0.32, 0.32, 0.31, 0.31, -0.22, 0.32, 0.38, 0.38, 0.40, 0.54, 0.22, -0.63, 0.12, -0.94, -0.89, 0.29, 0.34, 0.35, 0.30, 0.22, 0.30, 0.39]}

Which formula does entry 1 have? C11H17NO2P